Molecular formula: C16H28Ba2NO8
Method: DFT, ωB97M-V/def2-TZVPD

Structure (XYZ):
```
55
Properties=species:S:1:pos:R:3:lowdin_charge:R:1
Ba -8.3679 21.8466 2.5819 2.03
Ba -4.3103 23.4599 3.5667 2.05
C -5.1512 19.0115 4.3110 0.05
C -6.0312 19.9787 3.5794 -0.72
O -5.8665 21.2637 3.6760 -0.49
O -6.6755 19.5760 2.5780 -0.12
H -5.7747 18.4122 4.9799 0.08
H -4.5464 19.5954 5.0102 0.08
H -4.5874 18.3668 3.6496 0.12
C -9.5243 17.6788 3.5599 -0.06
C -9.6105 18.2495 4.8252 -0.07
C -8.7217 17.8399 5.8317 -0.01
C -7.7567 16.9041 5.6086 -0.17
C -7.6694 16.2955 4.3439 0.02
C -8.5825 16.6503 3.3807 -0.05
N -6.8369 16.5449 6.6709 -0.36
O -6.9296 17.1008 7.7459 0.09
O -5.9953 15.7111 6.3966 0.11
H -10.1497 17.8813 2.6998 0.11
H -10.4651 18.8702 5.0622 0.09
H -8.8573 18.1704 6.8564 0.12
H -6.9851 15.4908 4.1172 0.13
H -8.5107 16.1205 2.4394 0.12
C -1.9571 25.8487 5.1372 -0.05
O -2.6886 24.6053 5.2349 -0.47
C -2.3434 23.9605 6.4884 -0.15
C -3.1079 22.6413 6.5850 -0.18
O -2.9622 21.8739 5.3870 -0.38
C -1.7837 21.0869 5.3120 -0.06
H -2.2644 26.4014 4.2455 0.10
H -0.8824 25.6865 5.1023 0.12
H -2.2566 26.5047 5.9563 0.11
H -2.5086 24.6068 7.3494 0.15
H -1.2786 23.7281 6.4092 0.14
H -4.1624 22.7622 6.8470 0.13
H -2.6349 22.0442 7.3700 0.15
H -1.8629 20.4431 4.4335 0.10
H -1.6886 20.3904 6.1497 0.12
H -0.8367 21.6236 5.2163 0.11
C -8.0023 21.4522 6.4624 -0.10
O -8.8342 21.5002 5.3183 -0.36
C -10.1641 21.8946 5.7716 -0.15
C -11.0670 22.5022 4.6882 -0.22
O -10.9844 21.9811 3.3811 -0.39
C -11.9745 20.9387 3.1147 -0.02
H -8.3937 20.7541 7.2091 0.11
H -7.7929 22.3979 6.9746 0.11
H -7.0267 21.0436 6.1799 0.08
H -10.0382 22.6910 6.5065 0.14
H -10.6582 21.0510 6.2553 0.14
H -10.8830 23.5834 4.5632 0.14
H -12.0907 22.6397 5.0580 0.15
H -12.9560 21.4010 3.2008 0.11
H -11.9257 20.0318 3.7147 0.09
H -11.8156 20.6955 2.0637 0.10
```

Properties
Largest force on an atom, eV Å⁻¹: 4.1
Charge: +3
Energy above the lowest of the compared OMol25 structures with the same formula, charge and spin, kcal/mol: 0.0
Energy, hartree: -1333.16135
HOMO energy, eV: -16.39